No. 1
144
Properties=species:S:1:pos:R:3:mulliken_charge:R:1 method="wB97M-V/def2-TZVPD" homo_energy_ha=-0.30531 total_energy_ev=-157683.054 homo_lumo_gap_ev=7.934
C -4.81 -11.15 30.57 -0.75
N -4.71 -3.85 28.74 -0.64
O -6.88 -5.43 31.57 -0.81
O -11.22 -7.96 36.02 -0.64
O -11.84 -4.72 31.01 -0.50
H -8.04 -11.67 30.38 0.09
H -6.84 -8.66 30.55 0.94
O -8.37 -11.79 34.22 -0.28
H -7.56 -8.62 33.97 0.64
H -9.02 -12.82 32.64 0.88
C -9.13 -8.39 35.04 1.70
H -14.40 -8.15 33.72 0.29
H -5.62 -7.91 30.93 0.26
H -10.39 -3.34 32.37 0.12
O -9.18 -8.35 36.52 -0.57
O -10.59 -8.06 38.19 -0.71
H -11.45 -9.90 29.03 0.86
C -7.30 -6.57 27.21 0.55
H -12.17 -12.81 29.63 0.39
O -9.12 -11.22 36.34 -0.61
H -9.87 -6.67 29.02 -0.55
H -7.72 -9.75 36.60 0.26
H -7.37 -2.74 32.48 0.49
H -9.18 -6.29 31.37 -0.27
H -10.89 -9.20 34.41 -0.74
H -5.09 -10.11 35.09 0.68
H -3.01 -7.55 30.76 0.42
H -10.68 -12.31 28.73 0.58
C -12.11 -5.62 30.27 0.31
H -12.46 -9.56 30.52 1.08
H -6.78 -3.58 33.94 0.36
H -6.40 -6.57 32.98 -2.10
O -7.72 -9.74 29.50 -0.21
C -3.70 -6.75 30.48 -1.29
C -6.67 -10.06 36.61 -1.75
H -10.44 -10.20 32.66 -1.02
C -10.25 -11.19 33.08 0.04
H -8.47 -3.14 33.93 0.35
C -7.63 -3.43 33.29 -1.19
H -12.89 -7.02 27.47 0.48
H -8.25 -11.14 32.26 -1.06
C -8.87 -11.77 32.90 0.80
O -10.26 -5.99 33.24 -0.51
S -4.34 -7.67 33.74 0.35
H -10.49 -7.26 30.57 -0.47
H -5.25 -11.03 29.58 0.34
S -10.70 -11.17 30.94 0.60
C -9.89 -7.11 31.46 -0.92
O -8.67 -6.65 27.37 -0.47
H -5.61 -9.06 30.96 -1.66
H -13.16 -4.51 34.96 0.54
O -12.39 -5.51 28.92 -0.41
C -5.12 -7.26 30.21 -0.01
C -9.23 -11.33 35.13 0.12
C -6.23 -11.73 32.23 0.12
H -4.34 -9.54 31.99 1.39
H -9.36 -12.09 28.38 0.03
H -6.50 -10.86 34.67 -0.06
H -10.74 -7.40 33.99 -0.20
H -5.86 -6.56 29.81 -0.13
H -7.67 -7.59 29.69 1.48
H -8.76 -9.35 34.66 -0.04
H -7.07 -7.24 31.64 0.26
H -9.14 -5.04 28.62 0.61
H -2.21 -7.35 32.32 0.35
H -4.95 -7.96 29.39 0.80
C -10.35 -8.12 36.99 0.45
H -11.02 -9.14 31.65 -3.94
H -11.38 -8.42 33.26 -0.53
H -2.43 -6.15 33.68 0.46
O -9.18 -10.97 30.94 -0.27
H -2.03 -7.80 34.04 0.50
O -12.06 -6.97 30.58 0.15
C -5.39 -6.26 33.25 -0.57
H -5.09 -5.76 32.33 0.62
C -9.00 -6.12 28.66 0.22
H -10.96 -8.76 30.38 1.03
C -6.17 -9.94 35.15 -1.08
H -13.28 -9.04 34.71 0.18
H -2.19 -5.48 29.47 0.46
C -8.52 -11.40 28.23 -0.83
O -5.43 -12.18 31.32 -0.38
O -8.97 -8.09 28.66 0.18
O -6.14 -10.44 32.36 0.56
H -6.62 -11.44 29.22 0.51
H -7.23 -6.23 34.34 -0.48
H -3.19 -6.53 28.42 0.42
C -5.19 -9.94 31.44 -0.36
S -13.13 -9.92 32.50 0.11
C -2.57 -7.18 33.33 -1.24
C -11.12 -12.53 29.70 -1.38
C -10.61 -8.19 34.72 1.12
C -6.50 -7.36 35.16 0.58
O -6.70 -6.83 26.16 -0.72
H -3.72 -11.10 30.56 0.50
H -12.44 -6.22 35.17 0.35
H -11.98 -4.10 32.02 0.14
H -8.49 -7.68 34.53 -1.98
C -6.54 -8.63 34.34 2.40
H -5.96 -8.30 33.48 -1.05
H -13.13 -5.71 33.66 0.13
H -11.91 -2.88 33.25 0.72
H -8.51 -7.18 33.47 2.25
H -10.92 -11.99 32.78 1.26
H -12.19 -7.73 31.95 1.71
C -7.68 -6.55 29.37 -0.44
S -10.85 -4.88 34.09 0.31
C -3.18 -5.89 29.30 -1.06
H -14.86 -9.84 34.04 0.56
O -6.82 -6.27 28.30 -0.27
C -14.03 -9.15 33.93 -0.85
O -4.65 -8.74 32.71 0.36
H -3.81 -6.15 31.38 0.58
N -6.55 -6.42 35.86 -1.06
C -12.59 -5.34 34.54 -0.91
O -6.96 -12.46 32.84 -0.46
S -8.14 -5.02 32.39 0.63
H -11.44 -8.46 29.22 -0.23
H -6.06 -9.41 37.24 0.40
C -7.22 -8.31 31.52 -1.14
O -12.53 -11.22 32.98 -0.55
H -11.25 -6.76 27.82 0.00
H -8.85 -5.79 34.57 1.42
H -6.55 -11.08 36.98 0.49
C -12.23 -6.79 28.30 -0.46
C -4.04 -4.75 28.96 0.45
O -10.34 -10.99 34.48 -0.74
C -11.78 -8.69 32.28 -0.18
C -11.33 -3.68 32.78 -0.83
H -13.23 -8.22 29.54 0.99
C -8.18 -6.20 33.81 -0.69
O -9.17 -8.89 33.26 0.16
O -9.23 -10.26 28.04 -0.49
H -6.84 -8.96 32.31 -2.22
C -12.25 -7.75 29.43 -0.16
H -7.92 -11.65 27.36 0.34
H -10.63 -6.81 32.21 1.03
C -8.76 -9.28 28.81 -0.66
S -9.01 -8.74 31.76 5.03
H -7.39 -5.91 30.21 0.06
C -11.47 -9.68 30.09 -1.58
H -10.66 -13.44 30.08 0.52
C -7.64 -11.17 29.50 -0.32
H -5.38 -5.43 33.95 0.81

=====

No. 2
140
Properties=species:S:1:pos:R:3:mulliken_charge:R:1 method="wB97M-V/def2-TZVPD" e_above_lowest_kcal_mol=446.6 homo_energy_ha=-0.39291 total_charge=+1 total_energy_ev=-123845.008 homo_lumo_gap_ev=4.731
C -0.69 -4.45 0.15 0.60
C 1.29 0.00 2.75 -0.61
P -0.52 10.30 -1.54 1.01
O 2.41 -6.99 6.54 -0.24
H -7.05 1.18 3.21 0.31
O 3.56 3.54 2.61 -0.75
H -1.73 10.14 -4.89 0.24
H 5.46 -4.40 8.90 0.28
C -1.89 -5.17 -5.77 -0.78
H 2.74 -5.98 3.91 0.19
H -2.79 -3.78 -2.78 -0.06
C -2.76 -1.17 -2.56 -1.18
O 0.34 9.55 -2.82 -0.28
H 2.51 5.03 0.67 0.27
H 0.92 3.32 -0.15 0.32
H 1.36 -8.63 5.91 0.38
H 3.67 4.83 4.85 0.29
N 0.00 -2.82 1.59 -0.03
H 1.97 9.68 -4.05 0.37
H 2.69 2.14 5.93 0.38
C 0.52 -5.44 0.39 0.12
O -3.44 -1.81 -0.29 -0.35
H 3.84 2.25 4.61 0.34
H 0.36 -2.65 -6.39 0.28
H 4.44 -4.69 10.30 0.28
H 6.14 -5.20 10.33 0.37
H -2.93 -2.84 -12.60 0.37
C -1.37 -4.62 -1.28 0.18
O -1.20 11.06 -0.39 -0.74
P 2.13 3.02 2.58 1.13
C -2.02 -2.15 -10.76 -0.33
H -4.08 -2.47 -11.30 0.28
O 1.39 4.48 2.32 -0.40
P -1.40 -3.45 -8.50 1.05
H 1.33 11.23 -3.51 0.26
H 0.72 -1.62 -8.63 0.32
C 2.36 -4.97 4.10 -0.68
H -0.87 -4.78 -5.86 0.16
O -0.18 8.92 -0.68 -0.22
H 2.74 9.21 -1.69 0.22
C -4.60 -1.47 4.16 -0.48
H -5.57 1.17 0.95 0.28
O 0.56 2.31 2.48 -0.36
C -2.48 -5.44 -7.14 -0.62
C 2.57 10.22 -2.06 -1.06
H 1.72 -7.16 -0.66 0.46
O -1.12 -3.52 1.13 -0.10
H 4.30 -4.24 4.73 0.30
C 4.85 -6.47 9.16 -0.34
H 1.17 -1.01 2.34 0.02
C 2.40 -8.31 5.98 -0.26
H -4.31 -2.19 5.00 0.33
H 2.32 -4.44 3.15 0.33
H -1.85 -6.08 -5.17 0.44
H 2.36 0.23 2.76 0.34
H -2.64 11.67 -4.97 0.41
H 0.95 0.01 3.78 0.31
C -5.28 0.46 1.81 -0.42
C 0.53 1.01 1.91 0.06
C 3.01 2.77 5.10 -0.34
H 0.32 -7.02 -2.70 0.30
O 3.74 -6.34 8.28 -0.35
C 1.48 5.05 1.03 0.40
O -1.52 -2.35 -7.18 -0.20
H -1.40 -1.94 -0.89 0.01
C 3.27 -4.24 5.08 -0.55
O -1.16 -4.42 -9.66 -0.73
H -2.36 -1.57 -3.55 0.18
C 0.56 4.34 0.05 -1.10
C -5.81 -0.50 4.28 -0.35
H -3.42 0.33 -0.29 0.39
H 4.54 -7.11 9.99 0.36
C -1.99 11.06 -4.35 -0.94
C -3.10 -2.90 -11.52 -1.10
H -3.63 -4.14 -1.20 0.37
C -3.75 -1.44 2.84 -0.20
C -2.44 -2.15 -1.31 0.81
H 2.94 -3.20 5.17 0.29
C 3.19 -9.29 6.82 -1.11
H -6.39 -0.54 5.27 0.31
H -1.60 7.52 1.14 0.23
H 2.84 -9.28 7.85 0.26
C -6.15 0.47 3.11 -0.45
H 0.31 9.93 1.07 0.39
C -1.34 8.55 1.40 -1.14
H 0.52 4.87 -0.91 0.46
C 0.42 -1.00 -7.78 -1.19
H 2.21 10.82 -1.22 0.31
H -3.44 -5.94 -7.03 0.38
P 3.96 -6.26 6.64 1.07
H -0.45 4.26 0.45 0.24
H -3.64 10.29 -3.21 0.32
C -2.66 10.73 -3.02 -0.33
C -0.04 8.95 0.73 -0.38
H -1.26 8.63 2.49 0.38
H 1.35 -5.07 4.51 0.31
H 4.25 -9.03 6.83 0.32
H -2.37 -0.11 -2.39 0.32
C 5.26 -5.11 9.70 -1.10
H -2.84 -2.15 2.78 0.03
H -2.82 11.64 -2.43 0.28
H 0.74 8.23 0.99 0.28
C 1.56 10.21 -3.19 -0.28
H 3.09 -10.30 6.42 0.41
H 0.93 1.05 0.89 0.28
H -2.09 -1.09 -10.99 0.37
C -0.28 -1.83 -6.71 -0.20
O -2.70 -4.24 -7.86 -0.37
H -0.49 -1.21 -5.84 0.29
O 1.91 2.93 4.22 -0.34
O 5.38 -5.70 6.67 -0.72
C 0.86 -6.42 -0.78 -0.29
H -3.15 -3.95 -11.23 0.29
H -1.83 -6.11 -7.72 0.32
H -1.06 11.61 -4.19 0.19
H -0.24 -0.22 -8.16 0.28
O -2.21 -2.30 -9.36 -0.32
O -1.91 9.78 -2.28 -0.37
C -4.06 -0.48 1.67 0.49
H 1.18 6.10 1.11 -0.34
O 3.19 -4.81 6.38 -0.41
H 4.34 4.02 6.27 0.37
H -1.02 -2.48 -11.06 0.34
H 1.32 -0.53 -7.37 0.42
C -2.66 -3.70 -1.64 -0.42
N 0.06 -6.34 -1.96 0.07
H -2.01 -0.56 0.67 -0.15
H 5.69 -6.98 8.67 0.34
H 2.65 4.56 6.24 0.28
N -0.97 -5.55 -2.26 -0.36
H -2.48 -4.41 -5.24 0.27
C -3.11 -0.56 0.36 0.04
H -2.18 9.17 1.07 0.37
H 2.80 -8.26 4.96 0.25
H 3.52 10.64 -2.40 0.42
H -3.91 -1.09 -2.59 0.34
C 3.45 4.12 5.65 -1.14
H -0.52 0.71 1.84 0.02
O 0.58 -2.31 0.69 -0.20
F 1.27 -5.41 1.60 -0.01